Model w:
Formula: C10H13O3
Source: the Open Molecules 2025 dataset
Level of theory: ωB97M-V/def2-TZVPD

Element x y z (Å)
C 2.141 -2.662 -0.913
C 0.897 -3.330 -0.600
C 2.887 -1.929 0.219
O 2.634 -0.688 0.439
O 3.838 -2.554 0.778
H 2.984 -3.558 -1.096
H 2.080 -1.854 -1.713
H 1.077 -4.003 0.258
H 0.765 -4.149 -1.405
H 0.005 -2.779 -0.269
C -2.513 3.100 -1.275
C 0.360 1.823 0.915
C -0.469 2.621 0.116
C -0.262 0.634 1.345
C -1.801 2.311 -0.195
C -1.629 0.483 1.268
C -2.434 1.410 0.614
O 0.344 -0.516 1.675
H 1.420 1.923 1.040
H 0.130 3.473 -0.356
H 1.363 -0.299 1.177
H -1.999 -0.486 1.716
H -2.157 2.892 -2.302
H -2.480 4.106 -1.028
H -3.551 1.289 0.639
H -3.630 2.741 -1.051

Calculated values
Multiplicity: 1
Charge: -1
Highest occupied orbital energy in eV: -4.7

How is the electron density shared among the atoms? According to natural (NBO), the charges in e are: number 1, C, carries -0.509; number 2, C, carries -0.620; number 3, C, carries 0.778; number 4, O, carries -0.823; number 5, O, carries -0.739; number 6, H, carries 0.210; number 7, H, carries 0.209; number 8, H, carries 0.205; number 9, H, carries 0.187; number 10, H, carries 0.222; number 11, C, carries -0.604; number 12, C, carries -0.305; number 13, C, carries -0.194; number 14, C, carries 0.324; number 15, C, carries -0.104; number 16, C, carries -0.286; number 17, C, carries -0.202; number 18, O, carries -0.725; number 19, H, carries 0.231; number 20, H, carries 0.197; number 21, H, carries 0.527; number 22, H, carries 0.217; number 23, H, carries 0.213; number 24, H, carries 0.202; number 25, H, carries 0.196; number 26, H, carries 0.193

---

Model x:
Formula: C10H13O3
Source: the Open Molecules 2025 dataset
Level of theory: ωB97M-V/def2-TZVPD

Element x y z (Å)
C 3.879 2.465 0.526
C 0.430 0.460 -1.070
C 0.505 0.746 0.337
C 1.393 1.059 -1.977
C 1.598 1.494 0.733
C 2.558 1.632 -1.470
C 2.662 1.847 -0.105
O -0.463 -0.302 -1.633
H -1.627 -0.439 -0.942
H -0.355 0.371 0.904
H 1.135 1.031 -3.018
H 1.704 1.892 1.750
H 3.161 2.254 -2.131
H 3.677 3.301 1.194
H 4.522 2.855 -0.260
H 4.416 1.721 1.152
C -1.452 -2.235 0.987
C -2.047 -3.618 1.278
C -2.446 -1.089 0.773
O -3.220 -0.964 1.715
O -2.619 -0.452 -0.357
H -0.784 -1.824 1.824
H -0.777 -2.280 0.104
H -2.484 -3.957 0.347
H -2.828 -3.491 2.041
H -1.367 -4.408 1.568

Calculated values
Multiplicity: 1
Charge: -1
Highest occupied orbital energy in eV: -3.7

How is the electron density shared among the atoms? According to natural (NBO), the charges in e are: number 1, C, carries -0.609; number 2, C, carries 0.379; number 3, C, carries -0.342; number 4, C, carries -0.305; number 5, C, carries -0.179; number 6, C, carries -0.217; number 7, C, carries -0.132; number 8, O, carries -0.781; number 9, H, carries 0.501; number 10, H, carries 0.216; number 11, H, carries 0.203; number 12, H, carries 0.184; number 13, H, carries 0.187; number 14, H, carries 0.195; number 15, H, carries 0.198; number 16, H, carries 0.197; number 17, C, carries -0.519; number 18, C, carries -0.604; number 19, C, carries 0.779; number 20, O, carries -0.680; number 21, O, carries -0.720; number 22, H, carries 0.214; number 23, H, carries 0.218; number 24, H, carries 0.199; number 25, H, carries 0.220; number 26, H, carries 0.197

---

Energy ordering: model x at the bottom, the next structure 1.728 eV above.